Entry 1:
Below is a structure of composition C19H23N5NiO2PS3, with properties calculated with wB97M-V/def2-TZVPD.

As for the expectation value of S²: 0.756. For the energy above the lowest of the compared OMol25 structures with the same formula, charge and spin, the calculation gives 14.2 kJ/mol. The calculation puts the HOMO energy (spin up / spin down) at -7.2 / -6.6 eV. The HOMO-LUMO gap (spin up / spin down) comes out at 7.1 / 6.5 eV.

Geometry as ORCA input:
```
! wB97M-V def2-TZVPD RIJCOSX def2/J DEFGRID3
* xyz 0 2
Ni 0.36 0.62 -0.19
C -0.01 -4.68 0.02
C -0.67 -4.06 1.23
O -1.36 -2.85 0.85
P -0.79 -1.44 1.37
S -1.88 -0.05 0.45
S 1.16 -1.29 1.14
O -1.09 -1.46 2.94
C -2.45 -1.48 3.42
C -2.44 -2.00 4.83
H 0.48 -5.61 0.30
H 0.73 -4.00 -0.39
H -0.75 -4.91 -0.75
H 0.06 -3.84 2.00
H -1.43 -4.72 1.66
H -3.05 -2.12 2.76
H -2.84 -0.47 3.36
H -2.07 -3.03 4.86
H -3.45 -1.99 5.24
H -1.79 -1.38 5.45
C 2.13 4.48 0.23
C 1.42 3.38 -0.21
N 1.57 2.16 0.34
C 2.43 2.03 1.35
C 3.15 3.09 1.88
C 3.01 4.33 1.29
C 4.06 2.88 3.03
C 3.82 2.16 4.13
C 2.57 1.50 4.55
C 2.61 0.46 5.46
C 1.41 -0.09 5.86
N 0.24 0.34 5.39
C 0.31 1.33 4.51
N 1.40 1.94 4.07
H 1.99 5.44 -0.26
H 0.72 3.44 -1.03
H 2.52 1.03 1.76
H 3.57 5.18 1.66
H 5.03 3.35 2.94
H 4.64 2.06 4.83
H 3.55 0.09 5.85
H 1.38 -0.91 6.58
H -0.63 1.68 4.10
S 0.73 0.68 -2.51
C 0.13 -0.79 -3.05
N -0.91 -1.39 -2.40
C -1.39 -2.60 -2.73
C -0.87 -3.26 -3.80
C 0.16 -2.59 -4.48
N 0.65 -1.43 -4.14
H -1.25 -0.94 -1.53
H -2.17 -2.98 -2.08
H -1.23 -4.23 -4.09
H 0.62 -3.06 -5.35
*
```


Entry 2:
Below is the molecule C19H23N7S, with properties calculated with wB97M-V/def2-TZVPD.

For the energy above the lowest of the compared OMol25 structures with the same formula, charge and spin, the calculation gives 27.6 kJ/mol. The calculation puts the HOMO energy at -7.7 eV. The HOMO-LUMO gap comes out at 8.5 eV. As for the structure (SMILES): Cc1cc(Nc2cc(N3CCN(C)CC3)nc(Sc3ccccc3)n2)n[nH]1.

Geometry as ORCA input:
```
! wB97M-V def2-TZVPD RIJCOSX def2/J DEFGRID3
* xyz 0 1
C 3.87 7.17 2.08
C 3.31 5.83 1.88
C 1.96 5.59 1.62
C 2.02 4.20 1.24
N 0.78 3.78 0.90
C 0.36 2.52 0.80
C 1.12 1.36 0.69
C 0.50 0.15 0.66
N 1.20 -0.95 0.37
C 2.67 -0.88 0.91
C 3.34 -2.26 0.59
N 2.56 -3.37 1.09
C 2.59 -3.71 2.45
C 1.24 -3.49 0.40
C 0.44 -2.24 0.51
N -0.84 0.07 0.57
C -1.53 1.21 0.76
S -3.30 1.39 0.47
C -3.65 0.12 -0.68
C -2.68 -0.38 -1.57
C -3.12 -1.33 -2.50
C -4.52 -1.68 -2.72
C -5.39 -1.22 -1.79
C -4.95 -0.38 -0.75
N -0.94 2.45 0.93
N 3.11 3.59 1.52
N 3.96 4.54 1.96
H 3.10 7.89 1.87
H 4.53 7.26 1.28
H 4.37 7.39 2.96
H 1.08 6.30 1.49
H 0.13 4.51 1.10
H 2.08 1.52 0.41
H 2.65 -0.61 1.98
H 3.25 -0.02 0.49
H 3.62 -2.35 -0.42
H 4.32 -2.35 0.99
H 2.05 -2.85 2.95
H 1.95 -4.57 2.67
H 3.61 -3.71 2.85
H 0.77 -4.47 0.56
H 1.46 -3.46 -0.71
H -0.36 -2.35 -0.20
H 0.01 -2.34 1.50
H -1.66 0.00 -1.53
H -2.47 -1.81 -3.23
H -4.80 -2.23 -3.64
H -6.42 -1.60 -1.78
H -5.74 -0.14 -0.03
H 4.81 4.34 2.49
*
```


Entry 3:
Below is a structure of composition C19H24AgN2, with properties calculated with wB97M-V/def2-TZVPD.

The calculation puts the HOMO energy at -11.7 eV. The HOMO-LUMO gap comes out at 8.9 eV.

Geometry as ORCA input:
```
! wB97M-V def2-TZVPD RIJCOSX def2/J DEFGRID3
* xyz 1 1
Ag 0.18 -0.57 -0.82
C -2.95 0.77 -1.99
C -2.30 0.08 -0.81
C -1.98 0.81 0.35
C -2.37 2.27 0.43
C -1.41 0.16 1.46
C -1.12 0.91 2.73
C -1.22 -1.24 1.43
C -0.65 -1.96 2.62
C -1.70 -1.99 0.34
C -1.87 -3.48 0.48
C -2.19 -1.33 -0.81
C -2.82 -2.12 -1.93
H -4.03 0.64 -1.93
H -2.61 0.34 -2.93
H -2.72 1.83 -2.01
H -1.59 2.89 -0.01
H -2.52 2.58 1.46
H -3.30 2.44 -0.10
H -1.98 0.84 3.40
H -0.92 1.96 2.54
H -0.26 0.50 3.26
H -1.44 -2.19 3.34
H 0.10 -1.36 3.13
H -0.18 -2.89 2.32
H -1.03 -4.04 0.05
H -2.77 -3.81 -0.02
H -1.96 -3.75 1.52
H -3.89 -2.20 -1.73
H -2.41 -3.12 -2.00
H -2.71 -1.64 -2.89
N 3.43 1.60 1.18
C 2.24 0.98 1.11
N 1.99 0.49 -0.08
C 3.09 0.81 -0.85
C 3.36 0.53 -2.19
C 4.57 0.97 -2.69
C 5.48 1.66 -1.89
C 5.23 1.95 -0.57
C 4.01 1.51 -0.06
H 3.83 2.06 1.99
H 1.57 0.90 1.95
H 2.65 -0.01 -2.80
H 4.82 0.77 -3.72
H 6.42 1.98 -2.32
H 5.93 2.49 0.05
*
```


Entry 4:
Below is a structure of composition C19H24AlClNSi, with properties calculated with wB97M-V/def2-TZVPD.

For the energy above the lowest of the compared OMol25 structures with the same formula, charge and spin, the calculation gives 218.7 kJ/mol. The calculation puts the HOMO energy at -2.7 eV. The HOMO-LUMO gap comes out at 3.3 eV.

Geometry as ORCA input:
```
! wB97M-V def2-TZVPD RIJCOSX def2/J DEFGRID3
* xyz -1 1
C 2.51 -2.47 0.84
C 2.56 -2.53 -0.58
C 1.22 -2.52 -1.10
H 3.47 -2.60 -1.18
C 0.33 -2.44 0.02
C 1.12 -2.40 1.21
H 0.74 -2.40 2.24
H 3.34 -2.48 1.54
H 0.92 -2.55 -2.15
H -0.77 -2.43 -0.02
Al 1.53 -0.42 0.06
Cl 2.43 0.74 1.65
C 1.71 2.43 -4.74
C 0.47 1.79 -5.09
C 0.78 0.54 -5.74
H -0.53 2.18 -4.90
C 2.22 0.42 -5.80
C 2.79 1.59 -5.18
H 3.85 1.80 -5.07
H 1.81 3.40 -4.24
H 0.06 -0.17 -6.13
H 2.77 -0.41 -6.24
C 1.15 -0.52 4.17
Si -0.27 0.00 3.02
C -1.65 -1.19 3.57
C -0.75 1.69 3.60
N -0.17 0.03 1.14
C -1.23 0.45 0.51
C -2.42 -0.35 0.58
C -3.63 0.12 0.11
C -3.73 1.39 -0.45
C -2.58 2.19 -0.54
C -1.37 1.75 -0.10
H 0.76 -0.54 5.19
H 1.96 0.20 4.17
H 1.56 -1.50 3.97
H -1.69 -1.18 4.66
H -2.63 -0.89 3.21
H -1.44 -2.22 3.26
H 0.06 2.38 3.38
H -1.66 2.03 3.12
H -0.91 1.66 4.68
H -2.35 -1.34 1.05
H -4.52 -0.53 0.19
H -4.70 1.75 -0.80
H -2.67 3.20 -0.97
H -0.46 2.38 -0.12
*
```


Entry 5:
Below is a structure of composition C19H24AsF4N2Pt, with properties calculated with wB97M-V/def2-TZVPD.

For the energy above the lowest of the compared OMol25 structures with the same formula, charge and spin, the calculation gives 0.0 kJ/mol. The calculation puts the HOMO energy (spin up / spin down) at -16.0 / -16.0 eV. The HOMO-LUMO gap (spin up / spin down) comes out at 1.9 / 1.9 eV.

Geometry as ORCA input:
```
! wB97M-V def2-TZVPD RIJCOSX def2/J DEFGRID3
* xyz 3 1
Pt 0.28 1.02 -0.51
C -2.43 0.87 -1.49
N -1.54 1.85 -0.81
C -2.13 2.27 0.50
C -1.28 3.02 -1.73
C -0.16 3.86 -1.15
N 0.91 2.92 -0.82
C 2.16 3.24 -0.60
C 3.11 2.17 -0.42
F 2.61 0.91 -0.44
C 4.44 2.39 -0.28
F 5.26 1.39 -0.15
C 4.92 3.72 -0.25
C 4.05 4.80 -0.37
F 4.51 6.02 -0.31
C 2.70 4.59 -0.54
F 1.89 5.60 -0.62
H -3.37 1.36 -1.76
H -2.65 0.05 -0.81
H -1.94 0.50 -2.39
H -2.88 3.04 0.32
H -1.36 2.66 1.16
H -2.61 1.41 0.96
H -2.20 3.60 -1.85
H -1.01 2.61 -2.70
H -0.46 4.37 -0.23
H 0.15 4.63 -1.85
H 5.99 3.90 -0.11
C 0.77 -2.50 -1.66
As 0.21 -1.47 -0.12
C 1.24 -2.12 1.38
C -1.65 -2.16 0.15
C -1.68 -3.39 0.98
C -1.79 -4.65 0.36
C -1.96 -5.78 1.13
C -1.96 -5.68 2.52
C -1.84 -4.44 3.15
C -1.68 -3.30 2.38
H 0.78 -3.55 -1.39
H 1.77 -2.20 -1.97
H 0.08 -2.33 -2.48
H 1.09 -3.20 1.43
H 0.91 -1.65 2.30
H 2.29 -1.91 1.21
H -1.99 -2.35 -0.88
H -2.22 -1.34 0.59
H -1.78 -4.72 -0.72
H -2.10 -6.75 0.66
H -2.02 -6.58 3.13
H -1.87 -4.37 4.23
H -1.58 -2.33 2.86
*
```


Entry 6:
Below is a structure of composition C19H24BN6O2S3SbSe4Zr, with properties calculated with wB97M-V/def2-TZVPD.

For the energy above the lowest of the compared OMol25 structures with the same formula, charge and spin, the calculation gives 139.1 kJ/mol. The calculation puts the HOMO energy at -1.9 eV. The HOMO-LUMO gap comes out at 5.9 eV.

Geometry as ORCA input:
```
! wB97M-V def2-TZVPD RIJCOSX def2/J DEFGRID3
* xyz -2 1
Zr -0.45 0.02 -0.01
B -3.22 -0.98 2.22
N -1.85 -0.53 2.77
C -1.62 -0.27 4.07
C -0.26 -0.35 4.31
C 0.28 -0.68 3.06
N -0.68 -0.80 2.15
N -3.62 -0.28 0.89
C -4.89 -0.16 0.47
C -4.89 0.26 -0.84
C -3.55 0.38 -1.18
N -2.79 0.07 -0.12
H -4.05 -0.67 3.04
H -3.19 -2.18 2.03
H -2.44 -0.06 4.73
H 0.27 -0.17 5.22
H 1.31 -0.81 2.77
H -5.70 -0.42 1.14
H -5.74 0.43 -1.48
H -3.07 0.65 -2.10
O 1.56 -0.16 0.00
C 2.45 -1.13 -0.11
C 3.81 -0.87 0.14
C 4.74 -1.88 0.02
C 4.36 -3.17 -0.35
C 3.03 -3.43 -0.62
C 2.07 -2.43 -0.51
C 0.68 -2.73 -0.85
N -0.42 -2.34 -0.21
C -1.48 -2.89 -0.90
C -1.02 -3.58 -1.97
N 0.35 -3.50 -1.91
H 4.09 0.13 0.43
H 5.79 -1.67 0.22
H 5.10 -3.95 -0.44
H 2.72 -4.42 -0.92
H -2.50 -2.70 -0.60
H -1.52 -4.05 -2.79
H 0.95 -3.64 -2.73
C 0.67 3.14 -1.97
S -1.04 2.74 -1.51
C -1.50 4.29 -0.69
H 0.96 4.07 -1.49
H 0.74 3.20 -3.06
H 1.32 2.34 -1.63
H -1.48 5.11 -1.41
H -0.84 4.48 0.15
H -2.52 4.17 -0.33
C 3.43 4.22 2.00
O 2.11 3.81 1.69
C 1.73 2.55 2.01
S 2.80 1.50 2.71
S 0.08 2.34 1.58
H 3.48 5.27 1.69
H 4.17 3.63 1.45
H 3.63 4.13 3.07
Se 1.18 -3.11 -4.89
Sb -0.49 -1.31 -4.89
Se -0.33 -0.15 -2.46
Se -2.79 -2.06 -4.78
Se 0.09 0.59 -6.26
*
```


Entry 7:
Below is a structure of composition C19H24CaN2OS2, with properties calculated with wB97M-V/def2-TZVPD.

The calculation puts the HOMO energy at -11.2 eV. The HOMO-LUMO gap comes out at 1.3 eV.

Geometry as ORCA input:
```
! wB97M-V def2-TZVPD RIJCOSX def2/J DEFGRID3
* xyz 2 1
C -3.94 -4.53 0.11
O -4.49 -3.42 0.85
C -3.67 -2.27 0.48
C -3.75 -1.09 1.61
N -4.89 -0.16 1.38
C -2.30 -0.39 1.61
C -2.42 1.13 2.14
C -0.95 1.80 2.40
S 0.38 1.06 1.33
C 1.50 2.38 0.68
S 1.35 3.94 1.32
N 2.53 2.20 -0.37
C 1.96 2.01 -1.71
C 0.52 2.53 -2.14
C -0.06 2.36 -3.56
C 0.75 1.66 -4.71
C 2.17 1.10 -4.30
C 2.76 1.27 -2.86
C 3.55 1.19 -0.03
C 5.03 1.72 0.08
C 6.25 0.83 0.44
C 6.00 -0.69 0.70
C 4.53 -1.23 0.62
C 3.30 -0.31 0.27
H -3.17 -5.09 0.77
H -3.48 -4.10 -0.84
H -4.77 -5.28 -0.25
H -3.94 -1.87 -0.56
H -2.56 -2.59 0.47
H -3.92 -1.63 2.61
H -5.73 -0.77 1.24
H -5.13 0.37 2.25
H -1.93 -0.36 0.52
H -1.61 -0.97 2.31
H -2.91 1.79 1.34
H -3.09 1.20 3.07
H -1.10 2.92 2.26
H -0.75 1.64 3.53
H -0.13 3.06 -1.35
H -1.10 2.80 -3.79
H 0.34 1.56 -5.78
H 2.74 0.56 -5.13
H 3.81 0.85 -2.68
H 5.24 2.84 -0.11
H 7.28 1.33 0.49
H 6.91 -1.34 0.93
H 4.42 -2.36 0.85
H 2.25 -0.73 0.24
Ca -3.76 -6.94 1.32
*
```


Entry 8:
Below is a structure of composition C19H24CeCl2O5PS4, with properties calculated with wB97M-V/def2-TZVPD.

For the energy above the lowest of the compared OMol25 structures with the same formula, charge and spin, the calculation gives 14.7 kJ/mol. The calculation puts the HOMO energy (spin up / spin down) at -11.1 / -11.1 eV. The HOMO-LUMO gap (spin up / spin down) comes out at 6.0 / 6.0 eV.

Geometry as ORCA input:
```
! wB97M-V def2-TZVPD RIJCOSX def2/J DEFGRID3
* xyz 1 1
Ce -0.68 0.67 -0.09
Cl 0.51 -1.24 1.68
C 2.27 -1.11 1.54
C 2.99 -1.67 2.57
C 4.37 -1.62 2.49
C 4.98 -1.01 1.41
C 4.21 -0.46 0.39
Cl 5.03 0.27 -0.94
C 2.82 -0.50 0.42
S 1.87 0.20 -0.89
H 2.49 -2.14 3.41
H 4.97 -2.05 3.28
H 6.05 -0.96 1.33
C -4.37 4.16 -3.86
C -4.01 2.92 -3.10
C -2.79 2.29 -3.29
C -2.45 1.15 -2.57
C -3.36 0.63 -1.65
C -4.60 1.25 -1.44
C -4.91 2.37 -2.17
S -2.97 -0.70 -0.63
O -3.96 -1.70 -0.55
O -2.63 -0.02 0.70
O -1.58 -1.10 -1.09
H -3.66 4.36 -4.66
H -4.38 5.02 -3.19
H -5.36 4.08 -4.30
H -2.09 2.69 -4.01
H -1.52 0.64 -2.81
H -5.32 0.84 -0.74
H -5.87 2.85 -2.03
C -3.84 4.91 1.46
C -3.45 3.45 1.53
C -3.20 2.95 2.93
O -2.32 3.19 0.61
P -0.80 3.59 0.76
S -0.08 3.26 -1.06
S 0.03 2.30 2.06
O -0.76 5.06 1.24
C 0.35 5.88 1.80
C 0.35 5.71 3.30
C 1.65 5.57 1.12
H -4.86 5.00 1.86
H -3.84 5.27 0.44
H -3.19 5.54 2.06
H -4.23 2.84 1.07
H -2.43 3.53 3.45
H -2.92 1.90 2.97
H -4.13 3.08 3.49
H 0.02 6.89 1.54
H 0.72 4.72 3.60
H -0.64 5.86 3.72
H 1.02 6.45 3.73
H 2.00 4.55 1.34
H 2.41 6.26 1.51
H 1.60 5.70 0.04
*
```